{"formula": "C2H6NO3", "method": "the ωB97M-V functional and the def2-TZVPD basis", "elements": ["O", "C", "N", "C", "O", "H", "H", "H", "H", "H", "H", "O"], "xyz": [[-0.11, 1.27, -1.86], [-0.28, 1.26, -0.61], [-0.42, 0.20, 0.32], [-0.18, -0.37, 2.09], [-0.63, -1.45, 2.76], [-0.48, 2.24, -0.12], [-0.74, -0.77, 0.12], [-0.57, 0.54, 2.62], [0.93, -0.31, 1.88], [1.68, -0.86, -1.41], [0.41, -0.03, -2.18], [1.30, -0.76, -2.40]], "charge": -1}

=====

{"formula": "C2H6NO3", "method": "the ωB97M-V functional and the def2-TZVPD basis", "elements": ["C", "N", "C", "O", "O", "H", "H", "H", "H", "H", "H", "O"], "xyz": [[1.31, 0.79, -1.11], [1.37, 0.07, 0.18], [0.25, 0.36, 1.07], [-0.38, -0.61, 1.52], [0.19, 1.58, 1.36], [1.78, 1.74, -1.01], [1.84, 0.30, -1.98], [0.27, 1.00, -1.47], [1.54, -0.90, -0.05], [-2.06, -1.38, 0.85], [-3.34, -1.11, 0.22], [-2.77, -1.84, 0.42]], "charge": -1}

=====

In the order shown, the computed energy above the lowest of the compared OMol25 structures with the same formula, charge and spin values come out to 95.6 12.0 kcal/mol.
In the order shown, the computed HOMO energy values come out to -4.46 -4.15 eV.